Below is a single C20H18Cl2N4O3S molecule in a non-equilibrium geometry, with properties calculated with the ωB97M-V functional and the def2-TZVPD basis.

Atoms and positions in Å:
1 Cl 3.260 2.803 -3.646
2 Cl 6.249 0.101 -0.297
3 S 1.977 -1.445 -2.298
4 O 1.044 -1.922 -3.364
5 O 2.583 -2.548 -1.636
6 O -0.772 3.319 2.006
7 N 0.615 0.386 4.812
8 N 3.266 -0.467 -3.001
9 N -3.376 0.868 2.070
10 N -2.638 -0.716 3.497
11 C -3.847 -1.099 2.919
12 C 0.669 0.876 -1.267
13 C -5.547 -0.292 1.337
14 C -4.382 -0.134 2.095
15 C -0.266 0.863 4.225
16 C -1.296 1.475 3.376
17 C -6.310 -1.438 1.503
18 C 4.201 0.172 -2.036
19 C 5.009 -0.790 -1.044
20 C 3.598 1.400 -4.781
21 C -2.338 0.466 3.049
22 C -0.719 2.014 2.084
23 C 0.086 1.586 -0.213
24 C -0.176 1.102 1.039
25 C 0.852 -0.976 0.275
26 C 0.215 -0.155 1.263
27 C 1.117 -0.456 -1.079
28 C -5.738 -2.432 2.268
29 C -4.588 -2.283 2.979
30 C 2.900 0.202 -4.233
31 H -0.115 2.569 -0.532
32 H -1.722 2.406 3.898
33 H 0.746 1.261 -2.250
34 H -6.300 -3.388 2.363
35 H 5.535 -1.566 -1.524
36 H -5.883 0.594 0.760
37 H 1.905 0.530 -4.072
38 H 2.878 -0.537 -5.037
39 H -7.256 -1.659 1.013
40 H 0.035 -0.666 2.159
41 H 4.878 0.735 -2.585
42 H 4.383 -1.312 -0.342
43 H 3.677 0.821 -1.342
44 H 4.628 1.206 -4.852
45 H 3.294 1.675 -5.721
46 H -3.453 1.791 1.729
47 H 1.285 -1.907 0.787
48 H -4.161 -3.032 3.648

- LUMO level (eV) = -1.489
- SMILES = N#C[C@@H](C(=O)c1ccc(S(=O)(=O)N(CCCl)CCCl)cc1)c1nc2ccccc2[nH]1
- energy above the lowest of the compared OMol25 structures with the same formula, charge and spin (kcal/mol) = 93.9